No. 1
Below is a structure of composition C41H31FeN2O4P2S2 at a distorted geometry, with properties calculated with ωB97M-V with the def2-TZVPD basis set.

The multiplicity is 6. The calculation puts the HOMO-LUMO gap (alpha / beta) at 6.58 / 7.34 eV. For the total energy, the calculation gives -4734.19250 Ha.

Positions of all 83 atoms, in Å:
Fe  -1.34  -0.74  -0.14
O  -1.89  -0.90  2.10
C  -0.71  -0.91  1.80
C  0.56  -1.03  2.51
C  0.68  -0.86  3.89
C  1.93  -0.83  4.47
C  3.06  -0.97  3.67
C  2.94  -1.15  2.30
C  1.69  -1.19  1.69
P  1.33  -1.27  -0.11
C  2.94  -1.04  -0.96
C  3.09  -0.03  -1.90
C  4.31  0.16  -2.54
C  5.38  -0.67  -2.26
C  5.24  -1.70  -1.35
C  4.02  -1.90  -0.71
C  1.06  -3.04  -0.50
C  1.19  -3.42  -1.77
C  0.92  -4.79  -2.23
C  0.51  -5.74  -1.40
C  0.25  -5.46  0.05
C  0.52  -3.99  0.53
H  -0.22  -0.73  4.48
H  2.04  -0.69  5.54
H  4.05  -0.92  4.11
H  3.84  -1.23  1.69
H  2.24  0.58  -2.17
H  4.41  0.95  -3.27
H  6.33  -0.51  -2.76
H  6.06  -2.37  -1.14
H  3.91  -2.73  -0.02
H  1.53  -2.71  -2.51
H  1.08  -5.01  -3.28
H  0.32  -6.74  -1.76
H  0.75  -6.21  0.66
H  1.11  -3.95  1.44
O  -2.24  -0.40  -3.72
C  -1.56  0.15  -2.89
O  -0.76  -0.45  -2.05
C  -1.49  1.67  -2.87
C  -1.62  2.29  -4.11
C  -1.50  3.66  -4.25
C  -1.25  4.45  -3.14
C  -1.14  3.86  -1.89
C  -1.26  2.47  -1.74
P  -1.19  1.82  -0.03
C  -2.65  2.53  0.80
C  -2.80  2.31  2.17
C  -3.92  2.77  2.84
C  -4.91  3.44  2.15
C  -4.78  3.64  0.78
C  -3.66  3.18  0.11
C  0.19  2.77  0.73
C  1.48  2.36  0.42
C  2.59  2.98  0.98
C  2.42  4.03  1.86
C  1.13  4.46  2.17
C  0.03  3.84  1.61
H  -1.83  1.66  -4.96
H  -1.60  4.12  -5.23
H  -1.14  5.53  -3.23
H  -0.97  4.48  -1.02
H  -2.03  1.77  2.72
H  -4.02  2.59  3.91
H  -5.79  3.80  2.67
H  -5.57  4.14  0.23
H  -3.59  3.32  -0.96
H  1.62  1.54  -0.27
H  3.59  2.63  0.72
H  3.28  4.52  2.31
H  0.99  5.29  2.86
H  -0.96  4.19  1.86
O  -5.56  0.57  -0.03
S  -4.63  -0.54  -0.22
N  -3.24  -0.32  -0.61
S  -2.52  -5.27  -0.85
C  -1.26  -5.31  0.46
C  -1.00  -3.83  0.85
N  -1.72  -2.93  -0.03
C  -2.45  -3.53  -0.87
H  -1.60  -5.97  1.25
H  -1.22  -3.57  1.89
H  -3.04  -2.97  -1.59

=====

No. 2
Below is a structure of composition C41H31I2LaN6O5 at a distorted geometry, with properties calculated with ωB97M-V with the def2-TZVPD basis set.

As for the net charge: -2. The calculation puts the HOMO-LUMO gap at 5.83 eV. For the total energy, the calculation gives -2912.94386 Ha.

Positions of all 86 atoms, in Å:
La  -0.12  -0.29  -0.07
O  2.11  -0.78  -0.74
C  2.97  -0.64  -1.66
C  4.36  -0.72  -1.34
C  5.34  -0.57  -2.27
C  5.01  -0.35  -3.62
C  3.69  -0.28  -3.97
C  2.65  -0.41  -3.05
C  1.31  -0.28  -3.54
N  0.24  -0.11  -2.85
C  -1.00  0.04  -3.57
C  -2.20  -0.44  -2.73
N  -2.24  0.39  -1.57
C  -3.30  1.05  -1.30
C  -3.37  2.11  -0.35
C  -4.61  2.69  -0.04
C  -4.71  3.80  0.77
C  -3.54  4.37  1.29
C  -2.32  3.82  1.02
C  -2.15  2.65  0.21
O  -1.01  2.18  -0.04
H  4.60  -0.90  -0.30
H  6.39  -0.62  -1.98
H  5.80  -0.23  -4.35
H  3.43  -0.11  -5.01
H  1.24  -0.32  -4.65
H  -0.98  -0.47  -4.55
H  -1.15  1.11  -3.75
H  -2.06  -1.48  -2.44
H  -3.12  -0.34  -3.35
H  -4.22  0.86  -1.89
H  -5.51  2.25  -0.46
H  -5.67  4.24  1.00
H  -3.62  5.25  1.92
H  -1.42  4.25  1.44
C  -1.58  -2.96  5.21
C  -1.71  -3.93  4.24
C  -1.09  -3.78  3.01
C  -0.33  -2.64  2.75
C  -0.20  -1.66  3.74
C  -0.81  -1.83  4.96
N  0.25  -2.43  1.50
N  0.73  -3.47  0.96
C  1.02  -3.47  -0.36
C  1.99  -4.39  -0.81
C  2.08  -4.69  -2.15
C  1.20  -4.08  -3.03
C  0.33  -3.10  -2.58
C  0.18  -2.72  -1.24
H  -2.07  -3.08  6.17
H  -2.29  -4.82  4.44
H  -1.18  -4.53  2.23
H  0.39  -0.78  3.52
H  -0.67  -1.08  5.73
H  2.68  -4.82  -0.10
H  2.83  -5.39  -2.51
H  1.22  -4.35  -4.08
H  -0.30  -2.63  -3.34
I  2.31  0.99  4.75
C  2.67  2.03  2.95
C  3.51  3.12  2.97
C  3.80  3.77  1.79
I  5.21  5.37  1.89
C  3.21  3.39  0.58
C  3.44  4.02  -0.66
C  2.79  3.58  -1.78
C  1.89  2.51  -1.65
N  1.67  1.89  -0.52
C  2.31  2.28  0.58
C  2.04  1.51  1.80
O  1.33  0.48  1.82
H  3.93  3.45  3.90
H  4.14  4.85  -0.71
H  2.95  4.05  -2.74
H  1.34  2.16  -2.51
O  -2.58  -1.48  0.67
C  -2.62  -0.72  1.64
C  -3.76  -0.70  2.66
C  -3.38  0.47  3.56
C  -1.99  0.90  3.02
O  -1.33  1.76  3.54
N  -1.67  0.16  1.93
H  -3.76  -1.65  3.19
H  -4.72  -0.58  2.16
H  -3.29  0.21  4.61
H  -4.07  1.32  3.46

=====

No. 3
Below is a structure of composition C41H32AlF10N4P2, with properties calculated with ωB97M-V with the def2-TZVPD basis set.

As for the net charge: +1. The calculation puts the HOMO-LUMO gap at 7.65 eV. For the total energy, the calculation gives -3724.28561 Ha.

Positions of all 90 atoms, in Å:
Al  0.62  0.77  -0.02
C  0.57  0.57  3.17
N  1.13  1.24  1.98
C  2.59  0.99  1.98
C  3.24  1.28  0.65
N  2.46  0.63  -0.40
C  3.05  0.52  -1.64
C  2.47  -0.32  -2.59
F  1.34  -0.99  -2.22
C  2.96  -0.55  -3.86
F  2.33  -1.39  -4.67
C  4.13  0.09  -4.26
F  4.63  -0.12  -5.47
C  4.74  0.94  -3.36
F  5.85  1.58  -3.71
C  4.21  1.15  -2.09
F  4.87  2.05  -1.33
C  0.80  2.69  2.13
C  0.89  3.49  0.84
N  0.36  2.64  -0.21
C  0.23  3.13  -1.49
C  0.48  4.41  -1.99
F  0.88  5.40  -1.18
C  0.32  4.70  -3.34
F  0.55  5.94  -3.76
C  -0.08  3.74  -4.25
F  -0.23  4.04  -5.54
C  -0.33  2.45  -3.79
F  -0.71  1.48  -4.62
C  -0.17  2.20  -2.45
F  -0.39  0.93  -1.95
H  1.03  0.99  4.06
H  -0.51  0.72  3.22
H  0.79  -0.50  3.13
H  3.06  1.57  2.79
H  2.72  -0.07  2.21
H  3.35  2.36  0.49
H  4.25  0.87  0.69
H  -0.23  2.72  2.48
H  1.44  3.12  2.91
H  0.29  4.40  0.97
H  1.91  3.81  0.64
N  -1.34  -1.36  1.22
P  -1.79  0.16  0.63
C  -3.04  -0.13  -0.63
C  -2.76  -1.04  -1.65
C  -3.67  -1.25  -2.67
C  -4.87  -0.55  -2.69
C  -5.15  0.37  -1.68
C  -4.24  0.58  -0.66
C  -2.66  1.05  1.94
C  -3.30  0.41  2.99
C  -3.98  1.15  3.94
C  -4.03  2.53  3.84
C  -3.40  3.18  2.78
C  -2.71  2.44  1.84
P  0.14  -1.84  0.51
C  -0.30  -3.34  -0.42
C  0.22  -3.64  -1.68
C  -0.12  -4.83  -2.31
C  -0.98  -5.72  -1.70
C  -1.50  -5.44  -0.45
C  -1.16  -4.26  0.19
C  1.18  -2.54  1.81
C  2.53  -2.67  1.51
C  3.39  -3.26  2.43
C  2.89  -3.71  3.64
C  1.54  -3.58  3.94
C  0.68  -3.00  3.02
H  -2.06  -2.06  1.37
H  -1.82  -1.59  -1.66
H  -3.44  -1.96  -3.45
H  -5.58  -0.71  -3.48
H  -6.08  0.91  -1.70
H  -4.48  1.29  0.12
H  -3.26  -0.67  3.07
H  -4.47  0.65  4.76
H  -4.57  3.11  4.58
H  -3.44  4.26  2.70
H  -2.20  2.94  1.01
H  0.89  -2.96  -2.17
H  0.29  -5.05  -3.28
H  -1.25  -6.65  -2.20
H  -2.17  -6.14  0.04
H  -1.55  -4.08  1.19
H  2.92  -2.30  0.57
H  4.44  -3.36  2.20
H  3.56  -4.17  4.36
H  1.16  -3.93  4.89
H  -0.37  -2.88  3.27